Density functional theory data (ωB97M-V/def2-TZVPD) for a structure of composition C10H14BIMnN6 at a distorted geometry.

Results
<S²>: 8.761
Energy above the lowest of the compared OMol25 structures with the same formula, charge and spin (kcal/mol): 13.75
Spin multiplicity: 6
HOMO (alpha / beta) (eV): -8.4 / -8.7

```
33
Properties=species:S:1:pos:R:3:nbo_charge:R:1
H 0.86 3.21 1.84 0.247
N 0.42 1.74 0.40 -0.480
B 0.07 0.32 -1.71 0.564
N 0.42 1.68 -0.98 -0.308
C 0.83 2.86 -1.46 0.029
Mn 1.16 0.39 1.45 1.301
H 0.87 2.97 -2.56 0.233
C 1.03 3.74 -0.39 -0.348
H 1.32 4.78 -0.43 0.239
C 0.76 3.02 0.78 -0.018
H 0.19 0.44 -2.87 -0.037
C -0.78 -1.66 3.28 -0.876
H -1.14 -2.33 4.06 0.224
H 0.00 -2.07 2.63 0.193
H -1.47 -1.34 2.47 0.226
N -1.40 -0.07 -1.29 -0.344
N 1.06 -0.78 -1.17 -0.293
N -1.70 -0.22 0.03 -0.326
N 1.26 -1.00 0.17 -0.479
C -2.51 -0.26 -2.04 -0.025
C 1.92 -1.56 -1.84 0.030
H -2.40 -0.17 -3.14 0.216
H 1.94 -1.50 -2.90 0.229
C -3.59 -0.55 -1.16 -0.362
C 2.62 -2.36 -0.92 -0.340
C -3.01 -0.52 0.11 -0.051
C 2.16 -2.02 0.34 -0.019
H -4.61 -0.74 -1.42 0.226
H 3.35 -3.10 -1.13 0.235
H -3.46 -0.69 1.08 0.211
H 2.42 -2.34 1.35 0.239
H -0.33 -0.76 3.69 0.218
I 1.71 0.87 3.74 -0.555
```

***

Density functional theory data (ωB97M-V/def2-TZVPD) for a structure of composition C10H14BN7O3Zr at a distorted geometry.

Results
Total charge: +2
Energy above the lowest of the compared OMol25 structures with the same formula, charge and spin (kcal/mol): 0.00
Spin multiplicity: 1
HOMO (eV): -14.2

```
36
Properties=species:S:1:pos:R:3:nbo_charge:R:1
H 0.95 3.86 -0.41 0.255
N 0.52 2.17 -1.61 -0.567
B 0.19 0.52 -3.64 0.519
N 0.51 1.93 -2.99 -0.319
C 0.92 3.03 -3.63 0.100
Zr -0.02 0.41 -0.46 2.555
H 0.99 3.02 -4.73 0.271
C 1.18 4.03 -2.68 -0.291
H 1.53 5.03 -2.87 0.281
C 0.90 3.47 -1.42 0.046
H 0.30 0.55 -4.86 0.029
C -0.67 -2.08 2.79 -0.503
H -0.76 -2.41 3.81 0.226
H -0.06 -2.70 2.11 0.226
H -1.58 -1.66 2.32 0.211
N -1.25 0.12 -3.24 -0.345
N 1.14 -0.59 -2.99 -0.314
N -1.66 -0.07 -1.89 -0.532
N 1.26 -0.82 -1.62 -0.525
C -2.27 -0.20 -4.07 0.090
C 1.93 -1.45 -3.64 0.099
H -2.12 -0.15 -5.18 0.275
H 1.92 -1.42 -4.74 0.270
C -3.37 -0.53 -3.30 -0.307
C 2.59 -2.23 -2.71 -0.296
C -2.96 -0.44 -1.95 0.046
C 2.16 -1.84 -1.45 0.054
H -4.37 -0.79 -3.69 0.285
H 3.33 -2.99 -2.92 0.281
H -3.56 -0.65 -1.06 0.257
H 2.37 -2.17 -0.43 0.267
H 0.22 -0.92 2.50 0.472
O 0.81 -0.84 5.75 -0.234
N -0.14 -0.62 4.98 0.462
O -1.09 0.14 5.22 -0.248
O 0.21 -0.60 1.44 -1.097
```

***

Density functional theory data (ωB97M-V/def2-TZVPD) for a cluster of 2 separate species, C10H14BrClINO8S in total at a distorted geometry.

Results
Total charge: -2
Spin multiplicity: 1
HOMO (eV): 1.6

```
37
Properties=species:S:1:pos:R:3:nbo_charge:R:1
C 2.30 0.70 0.16 -0.446
N 1.00 1.16 -0.39 -0.623
C 0.36 2.03 0.57 -0.319
C -1.12 2.29 0.28 0.246
I -1.82 4.02 1.49 0.038
O -1.13 2.85 -1.08 -0.747
S -2.57 2.82 -1.73 2.560
O -3.14 4.13 -1.74 -0.905
O -2.57 2.09 -2.97 -0.907
O -3.24 1.92 -0.60 -0.730
C -2.19 1.16 0.14 0.249
C -2.97 0.72 1.41 -0.567
C -2.21 0.11 2.58 0.566
O -2.25 -1.02 2.88 -0.448
Cl -1.32 1.21 3.66 -0.091
C -1.90 -0.04 -0.82 -0.570
C -1.66 -1.42 -0.21 0.445
O -2.58 -2.07 0.18 -0.561
Br 0.12 -2.11 -0.17 0.155
H 2.11 -0.01 0.97 0.214
H 2.88 0.12 -0.58 0.306
H 2.87 1.55 0.57 0.130
H 1.20 1.67 -1.24 0.353
H 0.84 3.03 0.57 0.186
H 0.51 1.62 1.57 0.237
H -3.75 0.01 1.12 0.276
H -3.46 1.64 1.77 0.260
H -1.14 0.22 -1.55 0.280
H -2.85 -0.16 -1.36 0.252
O 3.33 -1.98 -0.68 -0.999
C 3.66 -3.19 -1.21 -0.055
C 3.77 -4.38 -0.16 -0.030
O 4.10 -5.58 -0.68 -0.973
H 4.64 -3.21 -1.75 0.070
H 2.94 -3.58 -1.98 0.060
H 2.78 -4.35 0.37 0.040
H 4.48 -3.98 0.61 0.049
```

***

Copy entry 2 word for word.
Density functional theory data (ωB97M-V/def2-TZVPD) for a structure of composition C10H14BN7O3Zr at a distorted geometry.

Results
Total charge: +2
Energy above the lowest of the compared OMol25 structures with the same formula, charge and spin (kcal/mol): 0.00
Spin multiplicity: 1
HOMO (eV): -14.2

```
36
Properties=species:S:1:pos:R:3:nbo_charge:R:1
H 0.95 3.86 -0.41 0.255
N 0.52 2.17 -1.61 -0.567
B 0.19 0.52 -3.64 0.519
N 0.51 1.93 -2.99 -0.319
C 0.92 3.03 -3.63 0.100
Zr -0.02 0.41 -0.46 2.555
H 0.99 3.02 -4.73 0.271
C 1.18 4.03 -2.68 -0.291
H 1.53 5.03 -2.87 0.281
C 0.90 3.47 -1.42 0.046
H 0.30 0.55 -4.86 0.029
C -0.67 -2.08 2.79 -0.503
H -0.76 -2.41 3.81 0.226
H -0.06 -2.70 2.11 0.226
H -1.58 -1.66 2.32 0.211
N -1.25 0.12 -3.24 -0.345
N 1.14 -0.59 -2.99 -0.314
N -1.66 -0.07 -1.89 -0.532
N 1.26 -0.82 -1.62 -0.525
C -2.27 -0.20 -4.07 0.090
C 1.93 -1.45 -3.64 0.099
H -2.12 -0.15 -5.18 0.275
H 1.92 -1.42 -4.74 0.270
C -3.37 -0.53 -3.30 -0.307
C 2.59 -2.23 -2.71 -0.296
C -2.96 -0.44 -1.95 0.046
C 2.16 -1.84 -1.45 0.054
H -4.37 -0.79 -3.69 0.285
H 3.33 -2.99 -2.92 0.281
H -3.56 -0.65 -1.06 0.257
H 2.37 -2.17 -0.43 0.267
H 0.22 -0.92 2.50 0.472
O 0.81 -0.84 5.75 -0.234
N -0.14 -0.62 4.98 0.462
O -1.09 0.14 5.22 -0.248
O 0.21 -0.60 1.44 -1.097
```